Entry from the Open Molecules 2025 dataset: the molecule C5H7N (ωB97M-V with the def2-TZVPD basis set).

ORCA input file:
```
! wB97M-V def2-TZVPD RIJCOSX def2/J DEFGRID3
* xyz 0 1
C 1.3522 1.1849 -0.6006
N 0.2415 0.3755 -0.0983
C -1.1157 0.6015 0.1137
C -1.6943 -0.5902 0.4867
C -0.6746 -1.5743 0.5217
C 0.4823 -0.9495 0.1557
H 1.6861 1.9618 0.0947
H 1.1573 1.6320 -1.5799
H 2.1965 0.4993 -0.7342
H -1.6096 1.5660 0.0939
H -2.7407 -0.7548 0.7175
H -0.7632 -2.6143 0.7979
H 1.4822 -1.3378 0.0312
*
```

The energy relative to the best compared isomer or geometry (same formula, charge and spin) comes out at 11.7 kcal per mole. For the HOMO-LUMO gap, the calculation gives 9.25 eV. As for the HOMO energy: -0.30204 Ha. Its structure (SMILES) is Cn1cccc1.